{
  "formula": "C3H3Cl2N3",
  "method": "the ωB97M-V functional and the def2-TZVPD basis",
  "smiles": "Nn1cc(Cl)c(Cl)n1",
  "relative_energy_kcal_mol": 24.0,
  "homo_energy_ev": -9.33,
  "spin_multiplicity": 1,
  "total_energy_ev": -32673.5078,
  "largest_force_ev_per_a": 1.9,
  "elements": ["N", "N", "C", "C", "Cl", "C", "Cl", "N", "H", "H", "H"],
  "xyz": [[-2.100, -0.006, -0.006], [-0.710, 0.049, -0.001], [0.088, -1.039, -0.002], [1.373, -0.550, -0.003], [2.836, -1.454, 0.000], [1.227, 0.842, -0.001], [2.486, 2.009, -0.003], [-0.040, 1.215, 0.001], [-2.424, 0.486, -0.786], [-2.432, 0.509, 0.810], [-0.304, -2.062, -0.008]],
  "mulliken_charge": [-0.7740, 0.8749, -0.1684, -0.0363, -0.1891, 0.4265, -0.1629, -0.9031, 0.2631, 0.2753, 0.3940]
}

=====

{
  "formula": "C4H12N2O",
  "method": "the ωB97M-V functional and the def2-TZVPD basis",
  "smiles": "C=C(N)CCN.O",
  "relative_energy_kcal_mol": 78.8,
  "homo_energy_ev": -8.12,
  "spin_multiplicity": 1,
  "total_energy_ev": -9367.7748,
  "largest_force_ev_per_a": 5.8,
  "elements": ["C", "C", "N", "C", "C", "N", "H", "H", "H", "H", "H", "H", "H", "H", "H", "H", "O", "H", "H"],
  "xyz": [[0.605, -1.092, 1.836], [0.190, 0.073, 1.169], [-0.854, 0.846, 1.942], [0.417, 0.455, -0.342], [0.640, -0.602, -1.404], [1.750, -1.410, -1.131], [0.085, -1.397, 2.820], [1.095, -1.968, 1.345], [-1.192, 0.143, 2.656], [-1.512, 1.147, 1.260], [-0.335, 1.095, -0.575], [1.469, 1.029, -0.123], [-0.166, -1.291, -1.508], [0.460, -0.148, -2.375], [1.419, -2.283, -0.701], [2.520, -0.919, -0.628], [-2.234, 2.203, -1.058], [-2.032, 2.820, -1.764], [-2.323, 1.299, -1.419]],
  "mulliken_charge": [-0.9545, 0.6351, -0.5945, -0.6555, -0.6711, -0.5650, 0.2033, 0.1572, 0.2351, 0.2625, 0.5604, 0.2330, 0.2916, 0.2670, 0.2628, 0.3099, -0.6495, 0.3111, 0.3610]
}

=====

{
  "formula": "C4H6N2",
  "method": "the ωB97M-V functional and the def2-TZVPD basis",
  "smiles": "[H]/N=C/[C@]1(C)C=N1",
  "relative_energy_kcal_mol": 75.5,
  "homo_energy_ev": -9.25,
  "spin_multiplicity": 1,
  "total_energy_ev": -7222.3160,
  "largest_force_ev_per_a": 1.4,
  "elements": ["H", "N", "C", "C", "C", "C", "N", "H", "H", "H", "H", "H"],
  "xyz": [[2.782, -1.330, -0.504], [2.218, -0.599, -0.072], [1.015, -0.678, -0.465], [-0.017, 0.256, 0.058], [-1.423, -0.319, 0.247], [0.047, 1.693, 0.096], [0.701, 1.300, 1.079], [0.641, -1.481, -1.118], [-2.171, 0.386, -0.143], [-1.549, -1.249, -0.323], [-1.679, -0.530, 1.288], [-0.564, 2.551, -0.143]],
  "mulliken_charge": [0.2563, -0.5421, -0.2059, 0.7806, -1.2309, -0.2913, -0.4386, 0.3319, 0.3295, 0.3501, 0.2968, 0.3636]
}

=====

{
  "formula": "C37H93N7O9",
  "method": "the ωB97M-V functional and the def2-TZVPD basis",
  "smiles": "CC1(C)CCCC(C)(C)N1O.COC[C@H](C)N.COC[C@H](C)N.COC[C@H](C)N.COC[C@H](C)N.COCCNCCOC.COCCNCCOC",
  "relative_energy_kcal_mol": 0.0,
  "homo_energy_ev": -8.06,
  "spin_multiplicity": 1,
  "total_energy_ev": -68728.8251,
  "largest_force_ev_per_a": 2.7,
  "elements": ["C", "C", "C", "C", "C", "C", "C", "C", "C", "N", "O", "H", "H", "H", "H", "H", "H", "H", "H", "H", "H", "H", "H", "H", "H", "H", "H", "H", "H", "H", "C", "O", "C", "C", "C", "N", "H", "H", "H", "H", "H", "H", "H", "H", "H", "H", "H", "C", "O", "C", "C", "C", "N", "H", "H", "H", "H", "H", "H", "H", "H", "H", "H", "H", "C", "O", "C", "C", "C", "N", "H", "H", "H", "H", "H", "H", "H", "H", "H", "H", "H", "C", "O", "C", "C", "C", "N", "H", "H", "H", "H", "H", "H", "H", "H", "H", "H", "H", "C", "O", "C", "C", "N", "C", "C", "O", "C", "H", "H", "H", "H", "H", "H", "H", "H", "H", "H", "H", "H", "H", "H", "H", "C", "O", "C", "C", "N", "C", "C", "O", "C", "H", "H", "H", "H", "H", "H", "H", "H", "H", "H", "H", "H", "H", "H", "H"],
  "xyz": [[1.597, 1.019, -0.004], [0.340, 0.184, 0.210], [0.763, -1.289, 0.173], [-0.201, 0.531, 1.609], [-1.655, 0.113, 1.797], [-2.536, 0.599, 0.649], [-2.056, 0.262, -0.758], [-2.450, -1.189, -1.091], [-2.785, 1.186, -1.726], [-0.630, 0.512, -0.816], [-0.139, 0.365, -2.133], [2.339, 0.859, 0.782], [1.446, 2.084, -0.188], [2.091, 0.648, -0.911], [1.589, -1.532, 0.838], [0.916, -1.669, -0.844], [-0.089, -1.937, 0.428], [0.473, 0.083, 2.340], [-0.159, 1.624, 1.702], [-2.111, 0.510, 2.705], [-1.668, -0.983, 1.826], [-2.744, 1.658, 0.849], [-3.527, 0.147, 0.761], [-3.527, -1.336, -0.951], [-2.222, -1.404, -2.135], [-2.000, -1.907, -0.406], [-2.626, 0.820, -2.743], [-3.842, 1.244, -1.473], [-2.358, 2.190, -1.705], [0.036, 1.274, -2.427], [2.698, -3.652, 2.955], [2.690, -5.058, 3.053], [2.202, -5.562, 4.288], [2.672, -6.998, 4.387], [2.049, -7.903, 3.359], [2.440, -7.504, 5.758], [3.267, -3.153, 3.747], [1.692, -3.205, 3.002], [3.094, -3.470, 1.959], [2.689, -4.995, 5.093], [1.113, -5.440, 4.318], [3.760, -6.926, 4.251], [2.513, -8.892, 3.334], [2.212, -7.436, 2.384], [0.978, -8.071, 3.472], [3.037, -6.970, 6.389], [2.866, -8.422, 5.865], [-4.169, 4.380, 2.224], [-5.033, 3.714, 1.331], [-5.940, 2.812, 1.935], [-6.250, 1.722, 0.946], [-6.989, 2.186, -0.319], [-7.142, 0.749, 1.578], [-4.680, 5.256, 2.660], [-3.378, 4.802, 1.607], [-3.816, 3.797, 3.077], [-5.536, 2.342, 2.841], [-6.847, 3.370, 2.204], [-5.314, 1.297, 0.561], [-7.139, 1.373, -1.026], [-6.443, 3.008, -0.784], [-7.969, 2.560, -0.014], [-7.281, -0.077, 1.009], [-6.804, 0.401, 2.469], [2.517, 4.836, -0.829], [1.491, 4.752, -1.802], [1.924, 4.084, -2.956], [0.756, 3.823, -3.860], [0.129, 5.084, -4.444], [-0.194, 2.925, -3.192], [2.181, 5.506, -0.045], [3.404, 5.229, -1.343], [2.733, 3.835, -0.449], [2.642, 4.719, -3.506], [2.482, 3.155, -2.768], [1.226, 3.332, -4.726], [0.795, 5.547, -5.169], [-0.152, 5.795, -3.663], [-0.816, 4.832, -4.932], [-1.166, 3.102, -3.439], [-0.231, 3.309, -2.237], [4.808, 1.925, -1.214], [5.215, 0.600, -1.284], [4.849, -0.024, -2.490], [4.554, -1.498, -2.266], [5.722, -2.232, -1.635], [4.215, -2.074, -3.592], [5.305, 2.609, -1.918], [5.018, 2.350, -0.231], [3.724, 1.963, -1.360], [3.950, 0.426, -2.939], [5.672, 0.098, -3.207], [3.671, -1.570, -1.613], [5.490, -3.186, -1.173], [6.171, -1.585, -0.872], [6.555, -2.280, -2.346], [3.972, -3.054, -3.506], [3.365, -1.599, -3.881], [-1.314, 1.347, -6.938], [-0.698, 0.141, -6.647], [-0.757, -0.165, -5.247], [-0.076, -1.488, -5.023], [-0.437, -2.562, -5.936], [-1.556, -3.414, -5.538], [-2.928, -2.760, -5.499], [-3.478, -2.337, -6.739], [-3.024, -2.918, -7.932], [-0.887, 2.216, -6.409], [-2.385, 1.353, -6.683], [-1.221, 1.550, -8.005], [-1.776, -0.105, -4.849], [-0.170, 0.635, -4.782], [-0.227, -1.688, -3.956], [0.996, -1.298, -5.139], [-0.722, -2.084, -6.786], [-1.395, -3.755, -4.507], [-1.534, -4.339, -6.117], [-2.795, -1.877, -4.870], [-3.667, -3.410, -5.017], [-3.453, -3.915, -8.084], [-1.941, -2.912, -8.074], [-3.396, -2.301, -8.755], [2.487, 5.104, 6.247], [1.238, 4.498, 6.094], [1.254, 3.165, 6.567], [0.037, 2.426, 6.052], [0.192, 1.013, 6.322], [-0.506, 0.028, 5.485], [0.348, -1.200, 5.308], [0.767, -1.661, 6.565], [1.695, -2.718, 6.446], [3.286, 4.595, 5.693], [2.812, 5.102, 7.300], [2.436, 6.143, 5.928], [1.292, 3.173, 7.666], [2.124, 2.597, 6.214], [-0.028, 2.564, 4.973], [-0.878, 2.803, 6.533], [0.377, 0.718, 7.264], [-0.847, 0.487, 4.564], [-1.368, -0.222, 6.126], [1.222, -0.938, 4.689], [-0.221, -1.980, 4.776], [1.784, -3.105, 7.461], [2.637, -2.414, 5.987], [1.218, -3.531, 5.887]],
  "mulliken_charge": [-2.5433, 2.5690, -1.9775, -1.2560, -1.1482, -1.0499, 1.6179, -1.6161, -1.1467, 0.2667, 1.0965, 0.5756, 0.5732, 0.1992, 0.4476, 0.0129, 0.3904, 0.1606, 0.4185, 0.5746, 0.1726, 0.3202, 0.3863, 0.4509, 0.0373, 0.4201, -0.2428, 0.2747, 0.2383, -0.1626, -0.4832, -0.3580, -0.4922, 0.5229, -1.4027, -0.7480, 0.2320, 0.1520, 0.3000, 0.1072, 0.3655, 0.2142, 0.3838, 0.3295, 0.3449, 0.2589, 0.2731, -0.7876, -0.2924, -0.7995, 1.8629, -1.7319, -0.7246, 0.3094, 0.2363, 0.3149, 0.3796, 0.3877, -0.7993, 0.3886, 0.3217, 0.4470, 0.2594, 0.2617, -0.4473, -0.4187, -0.4588, 0.2055, -1.6703, -0.4024, 0.2501, 0.3171, 0.0435, 0.6046, -0.1350, 0.2705, 0.4295, 0.3491, 0.4066, 0.2469, 0.3213, -0.2419, -0.3666, -0.5489, 1.3885, -1.5675, -0.7520, 0.3444, 0.3105, -0.3451, 0.1075, 0.4394, -0.4358, 0.4153, 0.3146, 0.3674, 0.3139, 0.2455, -0.5673, -0.5051, 0.5542, -0.7896, -0.1747, -0.8612, -0.0338, -0.3906, -0.6586, 0.0423, 0.2943, 0.3432, 0.0822, 0.0105, 0.1557, 0.1815, 0.3384, 0.3936, 0.3552, -0.0761, 0.4016, 0.2852, 0.2905, 0.2564, -0.7356, -0.2913, -0.5593, -0.3935, -0.1456, 0.0175, -0.4078, -0.4129, -0.6438, 0.3049, 0.2932, 0.2541, 0.3282, 0.3529, 0.1762, 0.1780, 0.2363, -0.3883, 0.4172, 0.2092, 0.4398, 0.3599, 0.2892, 0.1987]
}

=====

{
  "formula": "CH12NO4",
  "method": "the ωB97M-V functional and the def2-TZVPD basis",
  "relative_energy_kcal_mol": 23.0,
  "charge": 1,
  "homo_energy_ev": -13.95,
  "spin_multiplicity": 1,
  "total_energy_ev": -10904.7670,
  "largest_force_ev_per_a": 1.7,
  "elements": ["C", "N", "H", "H", "H", "H", "H", "H", "O", "H", "H", "O", "H", "H", "O", "H", "H", "O"],
  "xyz": [[-1.150, 1.738, 0.256], [0.082, 1.409, 0.322], [-1.348, 2.758, -0.059], [-1.935, 1.163, 0.735], [0.226, 0.398, 0.609], [0.705, 2.263, 0.096], [1.746, -4.262, 3.095], [1.097, -3.103, 4.086], [1.494, -3.352, 3.243], [1.326, -1.444, 1.329], [0.192, -1.810, 0.374], [0.459, -1.146, 1.017], [0.876, 3.744, -1.609], [1.608, 4.150, -0.265], [1.218, 3.445, -0.776], [-2.721, -2.535, -4.155], [-1.666, -1.603, -4.542], [-2.209, -1.814, -3.758]],
  "mulliken_charge": [-0.1490, -0.0475, 0.2784, 0.2825, 0.3031, 0.3615, 0.3155, 0.3173, -0.6128, 0.3231, 0.3345, -0.7175, 0.3268, 0.3379, -0.6544, 0.3284, 0.3274, -0.6553]
}

=====

{
  "formula": "C12H14N2O",
  "method": "the ωB97M-V functional and the def2-TZVPD basis",
  "smiles": "C=C1c2ccccc2C(=O)NN1C(C)C",
  "relative_energy_kcal_mol": 81.2,
  "homo_energy_ev": -8.41,
  "spin_multiplicity": 1,
  "total_energy_ev": -17696.3503,
  "largest_force_ev_per_a": 6.2,
  "elements": ["C", "C", "C", "C", "C", "C", "C", "C", "C", "O", "N", "N", "C", "C", "C", "H", "H", "H", "H", "H", "H", "H", "H", "H", "H", "H", "H", "H", "H"],
  "xyz": [[0.480, 1.929, -1.652], [0.100, 0.819, -1.036], [-1.200, 0.536, -0.443], [-2.056, 1.639, -0.192], [-3.366, 1.366, 0.288], [-3.731, 0.043, 0.616], [-2.762, -0.988, 0.529], [-1.549, -0.758, -0.057], [-0.633, -1.908, -0.381], [-0.947, -3.082, -0.385], [0.585, -1.518, -0.806], [1.065, -0.239, -0.852], [2.069, 0.114, 0.120], [3.379, -0.626, -0.033], [1.577, -0.217, 1.630], [1.508, 2.089, -2.035], [-0.240, 2.804, -1.711], [-1.655, 2.555, -0.398], [-4.194, 1.998, 0.441], [-4.784, 0.034, 0.971], [-2.799, -2.073, 0.733], [1.090, -2.278, -1.244], [2.352, 1.090, -0.127], [3.813, -0.357, -1.045], [4.081, -0.527, 0.849], [3.353, -1.762, -0.056], [2.389, -0.346, 2.352], [1.004, -1.035, 1.757], [1.070, 0.700, 2.169]],
  "mulliken_charge": [-0.8878, -0.0862, 1.1949, -1.1426, -0.5281, -0.6004, -0.5716, 0.6180, 0.2914, -0.6988, -0.0774, -0.0921, 0.7176, -1.6119, -1.3706, 0.3399, 0.2002, 0.5055, 0.4170, 0.3017, 0.4295, 0.2854, 0.2070, 0.3527, 0.3750, 0.3575, 0.4493, 0.3711, 0.2538]
}